A cluster of 12 separate species, H24O12 in total, computed with ωB97M-V/def2-TZVPD.

Properties
HOMO level (alpha / beta)	-0.2 / -7.8	eV
ΔE to the lowest compared entry with this formula, charge and spin	2.8	kcal per mole
LUMO level (alpha / beta)	0.097 / 0.093	Ha
spin multiplicity	2
net charge	-1
frontier orbital gap (alpha / beta)	2.823 / 10.322	eV
strongest force on any atom	1.35	eV/Å

Geometry (Å):
O -18.053 -11.904 -8.561
H -17.612 -12.545 -8.004
H -17.341 -11.423 -8.984
O -18.031 -7.583 -8.242
H -17.829 -6.886 -8.866
H -18.126 -8.368 -8.781
O -20.844 -10.495 -9.427
H -21.401 -9.916 -8.908
H -21.374 -10.714 -10.194
O -16.454 -11.046 -4.320
H -16.019 -10.407 -4.884
H -17.250 -11.284 -4.796
O -22.536 -9.998 -5.011
H -22.236 -9.334 -4.390
H -21.948 -9.906 -5.762
O -22.500 -8.566 -8.311
H -21.845 -8.210 -7.712
H -22.645 -7.869 -8.951
O -20.052 -13.247 -9.713
H -20.848 -12.723 -9.803
H -19.386 -12.625 -9.422
O -20.023 -10.354 -6.744
H -19.796 -11.021 -6.095
H -19.478 -10.562 -7.502
O -20.379 -7.592 -6.870
H -20.066 -8.416 -6.499
H -19.638 -7.259 -7.376
O -18.824 -12.429 -2.773
H -18.517 -13.292 -2.494
H -18.873 -12.489 -3.727
O -18.531 -9.618 -10.487
H -19.306 -10.047 -10.125
H -18.276 -10.168 -11.227
O -19.209 -12.824 -5.468
H -18.640 -13.382 -5.999
H -20.009 -13.337 -5.353

=====

A cluster of 12 separate species, H24O12 in total, computed with ωB97M-V/def2-TZVPD.

Properties
SMILES	O.O.O.O.O.O.O.O.O.O.O.O
HOMO level	-10.3	eV
ΔE to the lowest compared entry with this formula, charge and spin	49.5	kcal per mole
LUMO level	-0.008	Ha
spin multiplicity	1
net charge	0
frontier orbital gap	10.091	eV
strongest force on any atom	3.04	eV/Å

Geometry (Å):
O -3.585 2.383 -0.210
H -3.246 1.738 0.417
H -4.405 2.791 0.134
O -1.928 -1.044 -1.725
H -1.778 -0.317 -2.316
H -1.180 -1.569 -1.891
O 0.189 0.076 0.649
H -0.569 0.574 0.965
H 0.099 -0.051 -0.264
O 2.083 -1.915 2.465
H 2.215 -2.129 1.586
H 1.479 -1.186 2.570
O 0.560 -2.050 -2.057
H 0.918 -2.615 -1.335
H 0.975 -2.381 -2.872
O -1.139 -2.376 0.885
H -0.551 -2.907 1.407
H -0.680 -1.515 0.717
O 2.412 -0.183 -1.460
H 1.729 -0.831 -1.793
H 3.167 -0.748 -1.442
O -0.965 1.252 -2.905
H -1.367 1.713 -3.613
H -0.352 1.818 -2.448
O 1.421 2.234 -1.629
H 1.758 2.585 -2.435
H 1.758 1.330 -1.544
O -0.286 -0.869 3.692
H -1.211 -0.992 3.438
H -0.107 0.081 3.520
O 3.258 0.633 1.021
H 2.451 0.457 0.596
H 3.167 1.464 1.443
O -1.950 1.282 1.877
H -1.590 2.101 2.181
H -2.762 1.162 2.359

=====

A cluster of 12 separate species, H24O12 in total, computed with ωB97M-V/def2-TZVPD.

Properties
SMILES	O.O.O.O.O.O.O.O.O.O.O.O
HOMO level	-10.9	eV
ΔE to the lowest compared entry with this formula, charge and spin	70.2	kcal per mole
LUMO level	-0.007	Ha
spin multiplicity	1
net charge	0
frontier orbital gap	10.674	eV
strongest force on any atom	0.33	eV/Å

Geometry (Å):
O -1.152 4.833 2.847
H -0.487 5.252 3.393
H -1.212 3.940 3.184
O 2.520 -2.563 1.565
H 2.787 -2.915 2.413
H 3.213 -1.945 1.332
O 1.620 -6.407 -0.574
H 1.806 -5.594 -0.104
H 2.119 -7.075 -0.104
O 5.739 2.965 -0.121
H 6.418 3.159 -0.767
H 4.922 3.230 -0.543
O -0.714 -3.169 -4.138
H 0.170 -3.023 -3.800
H -1.220 -2.422 -3.819
O -4.219 5.149 -0.721
H -3.544 5.115 -0.043
H -4.244 6.068 -0.988
O 3.821 -1.397 -3.030
H 4.018 -0.468 -3.147
H 4.636 -1.775 -2.700
O -4.656 -1.224 -1.625
H -3.990 -0.782 -1.098
H -5.284 -1.560 -0.986
O -3.743 -0.689 3.975
H -2.865 -0.309 3.938
H -4.295 0.016 4.313
O 1.746 4.849 -0.601
H 1.241 4.883 0.211
H 1.770 5.755 -0.908
O -0.459 0.708 -0.230
H 0.177 0.023 -0.024
H 0.069 1.427 -0.580
O -2.483 -4.909 0.955
H -1.562 -5.082 1.152
H -2.663 -4.067 1.373

=====

A cluster of 12 separate species, H24O12 in total, computed with ωB97M-V/def2-TZVPD.

Properties
SMILES	O.O.O.O.O.O.O.O.O.O.O.O
HOMO level	-8.6	eV
ΔE to the lowest compared entry with this formula, charge and spin	104.5	kcal per mole
LUMO level	-0.001	Ha
spin multiplicity	1
net charge	0
frontier orbital gap	8.562	eV
strongest force on any atom	5.32	eV/Å

Geometry (Å):
O -0.028 -0.725 0.065
H 0.742 -0.990 -0.451
H 0.300 -0.682 0.970
O 2.299 -1.684 -2.063
H 2.527 -0.757 -1.930
H 2.418 -1.821 -3.009
O -0.886 2.858 2.034
H -1.706 3.349 2.158
H -0.944 2.530 1.129
O -2.249 0.759 -1.242
H -2.153 1.593 -1.715
H -2.796 0.983 -0.480
O 2.422 2.227 2.149
H 2.606 2.812 2.893
H 1.710 2.669 1.673
O 3.151 2.184 -1.467
H 3.440 3.073 -1.230
H 2.764 2.290 -2.344
O -2.467 -2.406 -1.324
H -2.829 -2.491 -2.213
H -1.933 -3.201 -1.211
O -2.460 -0.971 0.747
H -1.963 -1.346 0.012
H -2.890 -1.733 1.152
O -0.827 2.676 -2.756
H -0.373 2.369 -3.548
H -0.577 2.037 -2.079
O 1.696 -1.122 3.527
H 1.189 -0.358 3.231
H 2.148 -1.426 2.732
O 3.325 -3.269 0.270
H 3.188 -3.520 -0.651
H 4.241 -3.510 0.445
O -4.207 -0.435 1.526
H -4.539 -0.899 0.749
H -4.337 -1.062 2.247

=====

A cluster of 12 separate species, H24O12 in total, computed with ωB97M-V/def2-TZVPD.

Properties
SMILES	O.O.O.O.O.O.O.O.O.O.O.O
HOMO level	-11.0	eV
ΔE to the lowest compared entry with this formula, charge and spin	66.3	kcal per mole
LUMO level	-0.005	Ha
spin multiplicity	1
net charge	0
frontier orbital gap	10.819	eV
strongest force on any atom	0.37	eV/Å

Geometry (Å):
O 3.329 0.231 -3.425
H 4.044 0.446 -2.825
H 2.763 -0.355 -2.923
O 0.270 -0.574 0.037
H -0.094 0.201 -0.390
H -0.250 -0.675 0.835
O -1.293 -0.952 4.095
H -2.224 -0.833 3.903
H -1.243 -0.948 5.051
O -1.583 3.606 4.187
H -1.317 2.774 3.794
H -0.806 3.907 4.659
O -2.671 -1.000 -4.063
H -3.522 -1.329 -3.774
H -2.741 -0.958 -5.017
O 4.912 -1.021 2.566
H 5.375 -1.785 2.911
H 4.705 -1.255 1.661
O -2.104 2.439 -1.910
H -2.100 2.034 -2.777
H -3.002 2.327 -1.597
O -4.959 -2.088 0.562
H -5.692 -2.547 0.971
H -4.213 -2.678 0.674
O 0.329 5.978 -1.483
H 0.095 5.053 -1.408
H 0.984 6.117 -0.799
O 1.252 -5.219 0.520
H 1.110 -4.273 0.515
H 2.008 -5.352 -0.051
O 0.416 -4.060 -3.987
H 0.835 -4.672 -3.382
H -0.101 -3.484 -3.425
O 2.411 3.839 1.767
H 2.725 2.940 1.861
H 2.354 4.167 2.665

=====

A cluster of 12 separate species, H24O12 in total, computed with ωB97M-V/def2-TZVPD.

Properties
SMILES	O.O.O.O.O.O.O.O.O.O.O.O
HOMO level	-10.8	eV
ΔE to the lowest compared entry with this formula, charge and spin	88.7	kcal per mole
LUMO level	-0.003	Ha
spin multiplicity	1
net charge	0
frontier orbital gap	10.680	eV
strongest force on any atom	3.71	eV/Å

Geometry (Å):
O -1.464 -1.975 1.401
H -1.076 -1.334 0.771
H -2.350 -1.588 1.275
O -4.045 -1.604 0.470
H -3.867 -1.161 -0.389
H -3.893 -2.481 0.051
O 0.241 -3.313 -1.003
H -0.286 -4.079 -1.149
H 1.063 -3.736 -1.291
O -0.299 4.157 -0.150
H -0.647 4.462 -0.962
H 0.531 3.737 -0.319
O 0.899 -2.050 3.900
H 0.955 -1.295 3.336
H 0.149 -2.606 3.769
O -2.517 2.697 -0.896
H -1.819 2.707 -0.186
H -3.380 2.463 -0.454
O 3.922 0.608 -0.816
H 4.175 1.197 -1.536
H 4.782 0.159 -0.682
O 0.519 -0.192 0.646
H 0.197 -1.067 0.501
H 0.818 0.292 -0.123
O 1.938 2.535 -0.009
H 1.833 2.301 0.921
H 2.088 3.543 0.034
O 2.239 -1.931 -2.734
H 1.992 -1.485 -1.957
H 3.065 -1.889 -3.153
O 0.327 0.444 -3.632
H -0.293 1.139 -3.619
H 0.173 -0.395 -3.174
O -1.782 0.622 3.231
H -1.700 -0.249 2.833
H -2.124 1.183 2.512

=====

Q: Which value of strongest force on any atom does entry 4 give?
A: 5.32 eV/Å